22
Properties=species:S:1:pos:R:3:lowdin_charge:R:1 method="wB97M-V/def2-TZVPD" multiplicity=4 orbital_gap_ev="6.54 / 7.82" total_charge=+2
Re -0.58 -0.78 0.32 1.572
C 0.65 0.35 -2.17 -0.042
H 1.37 -0.08 -2.90 0.079
H -0.06 -0.31 -1.82 -0.090
H 0.15 1.20 -2.63 0.064
H 1.65 0.57 -1.73 0.068
H -1.74 -1.83 1.05 0.049
C 1.87 -2.33 2.75 0.045
C 1.06 -1.45 1.88 -0.234
N 1.06 -1.65 0.51 -0.215
O 1.91 -2.69 0.15 0.078
C 0.27 -0.29 2.42 -0.178
C 0.36 -0.04 3.94 0.019
N -0.66 0.59 1.66 -0.247
O -1.28 1.56 2.22 0.117
H 2.35 -3.18 2.22 0.128
H 1.20 -2.70 3.54 0.130
H 2.64 -1.73 3.26 0.137
H 2.13 -2.53 -0.79 0.164
H -0.16 0.92 4.21 0.114
H -0.10 -0.87 4.51 0.126
H 1.39 0.07 4.30 0.115

10
Properties=species:S:1:pos:R:3:lowdin_charge:R:1 method="wB97M-V/def2-TZVPD" multiplicity=1 orbital_gap_ev=8.51 total_charge=0 smiles="[H]/N=c1/[nH]cn[nH]1"
H -0.37 2.42 0.96 0.041
N -0.67 1.44 1.34 0.017
C -0.23 0.50 0.45 -0.443
N -0.67 -0.86 0.25 0.088
C 0.11 -1.33 -0.64 -0.268
N 0.83 -0.41 -1.39 0.050
N 0.51 0.73 -0.67 -0.016
H -0.96 -1.63 1.06 0.239
H 0.42 -2.44 -0.76 0.149
H 1.04 1.59 -0.60 0.142

85
Properties=species:S:1:pos:R:3:lowdin_charge:R:1 method="wB97M-V/def2-TZVPD" multiplicity=2 orbital_gap_ev="7.86 / 7.97" total_charge=0
Ce 0.23 -0.50 -0.17 1.171
C 1.18 -2.68 -2.81 -0.073
N -0.16 -2.12 -2.61 -0.240
C -1.09 -3.25 -2.44 -0.198
C -2.42 -2.83 -1.82 -0.143
C -2.40 -3.02 -0.30 -0.190
N -1.10 -2.66 0.24 -0.043
C -0.86 -3.06 1.44 -0.088
C 0.38 -2.91 2.14 -0.147
C 0.43 -3.31 3.49 -0.047
C 1.60 -3.29 4.21 -0.099
C 2.77 -2.86 3.59 -0.079
C 2.77 -2.45 2.28 -0.007
C 1.58 -2.46 1.49 -0.368
O 1.62 -2.13 0.25 -0.230
C -0.56 -1.30 -3.77 -0.175
C -0.37 0.20 -3.53 -0.158
C -1.58 0.90 -2.91 -0.215
N -1.81 0.50 -1.53 -0.039
C -3.02 0.68 -1.11 -0.092
C -3.53 0.49 0.20 -0.139
C -4.91 0.71 0.43 -0.050
C -5.47 0.63 1.68 -0.104
C -4.66 0.34 2.78 -0.085
C -3.32 0.10 2.60 -0.006
C -2.70 0.15 1.32 -0.331
O -1.44 -0.05 1.20 -0.231
H 1.17 -3.44 -3.61 0.101
H 1.52 -3.14 -1.88 0.086
H 1.89 -1.90 -3.07 0.065
H -0.60 -3.97 -1.78 0.125
H -1.24 -3.74 -3.42 0.127
H -3.23 -3.43 -2.25 0.116
H -2.62 -1.78 -2.05 0.086
H -2.62 -4.07 -0.07 0.125
H -3.18 -2.40 0.16 0.121
H -1.64 -3.61 1.99 0.144
H -0.48 -3.65 3.96 0.110
H 1.61 -3.62 5.24 0.097
H 3.70 -2.86 4.15 0.108
H 3.67 -2.11 1.81 0.122
H -1.61 -1.48 -4.00 0.120
H 0.02 -1.61 -4.66 0.126
H -0.15 0.69 -4.48 0.123
H 0.48 0.36 -2.85 0.065
H -2.47 0.71 -3.53 0.121
H -1.40 1.98 -2.93 0.125
H -3.76 1.06 -1.82 0.135
H -5.53 0.96 -0.42 0.108
H -6.53 0.79 1.82 0.096
H -5.08 0.32 3.77 0.105
H -2.69 -0.13 3.45 0.108
B 3.56 1.43 1.02 -0.409
N 2.65 0.79 2.08 -0.053
C 2.94 0.71 3.38 -0.077
C 1.79 0.35 4.07 -0.044
C 0.83 0.21 3.08 -0.128
N 1.36 0.47 1.88 -0.058
N 3.59 0.65 -0.33 -0.060
C 4.74 0.40 -0.96 -0.083
C 4.47 0.08 -2.28 -0.044
C 3.09 0.16 -2.37 -0.163
N 2.55 0.48 -1.18 -0.038
H 4.67 1.42 1.45 0.074
H 3.17 2.54 0.78 0.078
H 3.92 0.94 3.75 0.121
H 1.68 0.21 5.12 0.096
H -0.21 -0.04 3.17 0.102
H 5.68 0.48 -0.46 0.117
H 5.18 -0.16 -3.06 0.092
H 2.49 0.05 -3.25 0.092
N 0.49 2.38 -0.13 0.073
C 0.21 3.73 -0.32 -0.301
C 0.60 4.37 -1.50 -0.042
C 0.35 5.72 -1.68 -0.098
C -0.30 6.45 -0.70 -0.111
C -0.71 5.81 0.46 -0.094
C -0.47 4.47 0.65 -0.031
H 1.40 2.14 -0.53 0.042
H 0.51 2.17 0.87 0.068
H 1.13 3.80 -2.25 0.109
H 0.69 6.21 -2.58 0.100
H -0.48 7.50 -0.84 0.095
H -1.21 6.38 1.24 0.100
H -0.78 3.97 1.56 0.113

118
Properties=species:S:1:pos:R:3:lowdin_charge:R:1 method="wB97M-V/def2-TZVPD" multiplicity=1 orbital_gap_ev=7.42 total_charge=0 smiles=CNCc1cc2c(cc1P(O)Br)Nc1ccccc1S2.CCCC#N.CCCC#N.CCCC#N.CCCC#N.CCCC#N.CCCC#N.CCCC#N
C -3.59 1.40 2.95 -0.172
N -4.67 0.66 3.65 -0.141
C -6.02 0.89 2.99 -0.193
C -5.99 0.00 1.63 -0.165
C -5.72 0.77 0.31 -0.039
C -5.64 -0.05 -1.00 -0.380
C -5.83 -1.61 -1.09 -0.181
C -6.13 -2.36 0.24 -0.035
C -6.20 -1.53 1.58 -0.350
P -6.51 -2.55 3.16 0.525
O -5.23 -3.73 3.11 -0.409
Br -8.49 -3.64 3.06 0.166
N -5.75 -2.36 -2.37 0.018
C -4.54 -2.00 -3.15 -0.193
C -3.69 -3.18 -3.71 -0.037
C -2.40 -2.82 -4.49 -0.076
C -1.98 -1.33 -4.76 -0.072
C -2.85 -0.14 -4.22 -0.064
C -4.12 -0.51 -3.41 -0.405
S -5.26 0.76 -2.64 0.850
H -2.60 1.09 3.46 0.064
H -3.69 2.55 3.03 0.091
H -3.46 1.16 1.84 0.068
H -4.48 -0.36 3.68 0.078
H -6.85 0.57 3.70 0.108
H -6.09 2.00 2.72 0.114
H -5.57 1.90 0.24 0.106
H -6.26 -3.49 0.21 0.077
H -4.77 -3.58 2.25 0.024
H -5.74 -3.36 -2.14 0.081
H -4.03 -4.26 -3.53 0.080
H -1.76 -3.69 -4.87 0.078
H -1.02 -1.12 -5.33 0.036
H -2.57 0.96 -4.36 0.088
C 2.53 -1.81 -6.81 -0.109
C 2.22 -0.92 -8.01 -0.263
C 2.11 0.56 -7.63 -0.189
C 1.01 0.76 -6.63 -0.182
N 0.14 0.91 -5.85 0.143
H 1.73 -1.78 -6.06 0.063
H 2.62 -2.85 -7.13 0.072
H 3.47 -1.52 -6.33 0.078
H 1.28 -1.25 -8.47 0.110
H 3.01 -1.04 -8.76 0.110
H 1.91 1.16 -8.52 0.119
H 3.05 0.92 -7.19 0.050
C 3.62 2.91 -3.71 -0.106
C 4.20 4.12 -4.45 -0.298
C 3.90 4.10 -5.95 -0.173
C 4.50 2.88 -6.57 -0.188
N 4.97 1.91 -7.06 0.135
H 4.05 1.97 -4.07 0.067
H 3.83 2.98 -2.64 0.071
H 2.53 2.86 -3.84 0.074
H 5.28 4.14 -4.29 0.049
H 3.79 5.03 -4.01 0.111
H 4.32 4.99 -6.42 0.106
H 2.82 4.10 -6.12 0.117
C -5.21 0.03 7.87 -0.134
C -4.00 -0.77 8.36 -0.296
C -2.73 0.08 8.46 -0.186
C -2.38 0.62 7.10 -0.194
N -2.10 1.05 6.04 0.142
H -5.05 0.41 6.86 0.058
H -6.10 -0.60 7.85 0.073
H -5.41 0.88 8.54 0.057
H -3.84 -1.61 7.68 0.112
H -4.23 -1.19 9.34 0.053
H -1.90 -0.53 8.82 0.110
H -2.87 0.91 9.15 0.109
C -2.86 -7.82 -2.15 -0.110
C -1.87 -7.26 -1.14 -0.267
C -2.55 -6.65 0.09 -0.172
C -3.43 -5.50 -0.34 -0.153
N -4.12 -4.61 -0.68 0.175
H -3.49 -7.03 -2.56 0.062
H -2.32 -8.27 -2.99 0.074
H -3.50 -8.58 -1.70 0.079
H -1.24 -6.51 -1.62 0.113
H -1.21 -8.07 -0.80 0.110
H -1.80 -6.28 0.79 0.118
H -3.16 -7.39 0.60 0.120
C 8.92 4.96 -1.94 -0.110
C 8.68 6.46 -2.09 -0.266
C 7.23 6.79 -2.44 -0.173
C 6.87 6.15 -3.75 -0.168
N 6.59 5.64 -4.79 0.155
H 8.73 4.42 -2.87 0.051
H 9.96 4.76 -1.65 0.078
H 8.27 4.53 -1.16 0.083
H 9.35 6.85 -2.86 0.114
H 8.94 6.95 -1.15 0.111
H 7.10 7.87 -2.53 0.116
H 6.55 6.43 -1.67 0.119
C -3.22 -1.02 13.65 -0.112
C -3.48 0.48 13.49 -0.271
C -4.93 0.80 13.11 -0.177
C -5.26 0.15 11.80 -0.146
N -5.53 -0.35 10.76 0.168
H -3.39 -1.56 12.71 0.069
H -2.19 -1.20 13.95 0.073
H -3.88 -1.45 14.41 0.078
H -2.80 0.87 12.73 0.109
H -3.24 0.98 14.43 0.109
H -5.06 1.88 13.02 0.115
H -5.62 0.43 13.88 0.118
C 10.34 0.30 -5.93 -0.113
C 9.00 0.47 -5.23 -0.270
C 8.96 1.69 -4.30 -0.195
C 10.01 1.55 -3.23 -0.217
N 10.83 1.44 -2.39 0.129
H 11.15 0.13 -5.22 0.069
H 10.31 -0.56 -6.60 0.073
H 10.58 1.19 -6.53 0.078
H 8.79 -0.44 -4.65 0.113
H 8.21 0.57 -5.98 0.106
H 7.98 1.77 -3.83 0.111
H 9.14 2.60 -4.87 0.114